Computed, not measured: C60H63BaN11O2SSi2 as an isolated structure at a distorted geometry, with ωB97M-V/def2-TZVPD.

## Properties
Net charge: -2
E_tot in eV: -111012.9689
HOMO level in eV: -0.15

Geometry as XYZ:
```
140
Properties=species:S:1:pos:R:3:forces:R:3:lowdin_charge:R:1
Ba 0.177729 -0.007913 -0.536269 1.1 -1.5 1.8 1.56
C -0.504017 4.501329 -1.862984 0.4 0.1 -0.5 -0.08
O -1.100569 4.313999 -0.577996 -0.5 -0.3 0.8 -0.02
C -1.191708 2.963520 -0.386109 1.0 0.5 -2.5 -0.34
N -0.826759 2.235084 -1.372573 -0.7 0.8 0.8 -0.02
C -0.499827 3.097912 -2.495196 -0.1 0.2 -0.2 -0.24
C -1.558378 2.868676 -3.550736 0.0 -0.1 -0.2 -0.18
C -1.265801 2.104638 -4.673356 0.1 0.1 0.1 -0.04
C -2.250536 1.820730 -5.606104 0.0 0.0 -0.1 -0.09
C -3.539079 2.299600 -5.428161 0.0 -0.1 0.0 -0.11
C -3.843369 3.046109 -4.299121 -0.1 0.0 0.0 -0.09
C -2.859467 3.325573 -3.365382 0.0 0.0 0.0 -0.03
C -1.759374 2.445719 0.826880 -0.8 -0.7 2.0 -0.20
C -1.970499 3.209754 1.985034 0.5 0.0 -0.9 0.02
C -2.602495 2.630457 3.061437 -0.3 -0.5 0.3 -0.03
C -3.094369 1.334133 2.945634 0.3 0.2 -0.1 0.04
C -2.820548 0.644474 1.769969 -0.1 0.3 0.4 -0.17
N -2.128295 1.157709 0.761576 -0.1 0.8 -0.2 0.11
C -3.398310 -0.676310 1.490811 -0.2 -0.9 -0.3 -0.31
N -2.999870 -1.454522 0.583492 0.6 0.4 0.0 0.19
C -3.961257 -2.536771 0.449599 -0.3 0.1 0.1 -0.23
C -4.938017 -2.288724 1.631637 0.0 -0.5 -0.1 -0.10
O -4.536008 -1.025744 2.165667 0.0 0.6 0.3 -0.01
C -4.605067 -2.432405 -0.915196 0.0 -0.2 0.0 -0.20
C -5.421975 -1.349006 -1.219633 0.0 0.0 0.0 -0.04
C -5.995017 -1.229103 -2.474299 0.0 0.1 0.0 -0.09
C -5.748313 -2.187914 -3.445177 0.0 0.0 0.0 -0.11
C -4.931975 -3.267282 -3.150040 0.0 0.0 -0.1 -0.10
C -4.358035 -3.385728 -1.893429 -0.1 0.0 0.0 -0.05
H 0.510404 4.885020 -1.735041 -0.1 0.0 0.1 0.12
H -1.093251 5.230439 -2.421321 -0.1 -0.1 0.1 0.13
H 0.479446 2.828958 -2.896236 0.0 0.0 0.1 0.14
H -0.263908 1.712863 -4.796267 0.0 -0.1 0.0 0.12
H -2.008875 1.217451 -6.471813 0.0 0.0 0.0 0.10
H -4.311025 2.069678 -6.152786 0.0 0.0 0.0 0.09
H -4.854309 3.403759 -4.144292 0.0 0.0 0.0 0.09
H -3.113819 3.882791 -2.471249 0.0 0.0 0.0 0.12
H -1.608378 4.227734 2.015895 0.0 0.1 0.0 0.11
H -2.736030 3.181010 3.982635 0.0 0.0 0.0 0.11
H -3.640045 0.853923 3.742527 0.0 0.0 0.1 0.12
H -3.445380 -3.491480 0.548427 -0.1 0.0 0.0 0.11
H -4.826365 -3.046296 2.407666 0.0 0.1 0.0 0.10
H -5.985565 -2.234519 1.326958 0.1 0.1 0.0 0.12
H -5.590091 -0.578774 -0.476164 0.0 0.0 0.0 0.12
H -6.628759 -0.381773 -2.702900 0.0 0.1 0.0 0.10
H -6.180387 -2.085503 -4.432787 0.0 0.0 0.0 0.09
H -4.733821 -4.015304 -3.907588 0.1 0.0 0.0 0.10
H -3.692952 -4.213486 -1.681376 0.0 0.0 0.1 0.11
N -1.280171 -2.206283 -4.792461 0.0 0.0 -0.1 0.03
C -0.904491 -2.008451 -3.476377 0.0 -0.1 0.1 -0.92
S -1.827842 -0.863873 -2.620215 -0.3 0.2 -0.1 0.47
N 0.089327 -2.778206 -3.102553 0.3 -0.5 -0.9 -0.05
N 0.711108 -2.547564 -1.931596 -0.1 0.3 0.6 -0.02
C 1.622100 -3.385704 -1.560879 -0.5 0.1 -0.5 -0.22
C 2.045050 -4.549345 -2.370532 0.0 -0.2 -0.4 -0.16
C 1.138452 -5.347673 -3.073965 0.0 0.0 0.1 -0.04
C 1.586359 -6.291279 -3.982625 0.0 -0.2 0.0 -0.10
C 2.944542 -6.476181 -4.199102 0.0 0.0 0.0 -0.12
C 3.855898 -5.722959 -3.471441 0.1 -0.1 -0.1 -0.10
C 3.410516 -4.773779 -2.568023 -0.2 0.1 0.1 -0.03
C 2.414222 -3.064892 -0.355439 0.2 0.0 0.4 -0.27
C 2.707281 -4.031206 0.605403 -0.1 0.0 0.0 -0.03
C 3.450312 -3.672104 1.716285 0.1 0.1 -0.1 -0.07
C 3.953293 -2.383346 1.797403 0.0 -0.1 -0.1 -0.04
C 3.645515 -1.503990 0.772335 0.1 0.1 0.2 -0.12
N 2.874423 -1.818909 -0.257148 -0.2 0.1 -0.2 0.11
H -2.190522 -1.843538 -5.020440 0.0 -0.1 0.0 0.05
H -1.002501 -3.083630 -5.204792 0.1 0.0 0.0 0.07
H 0.080703 -5.217948 -2.906596 0.0 0.1 0.0 0.10
H 0.865380 -6.885584 -4.532899 0.0 0.0 0.0 0.09
H 3.288102 -7.196511 -4.931936 0.0 0.0 0.0 0.09
H 4.919544 -5.864508 -3.621924 0.0 0.0 0.0 0.09
H 4.119906 -4.156595 -2.031318 0.0 0.0 0.0 0.12
H 2.323297 -5.036809 0.502153 0.0 0.0 0.0 0.11
H 3.641114 -4.385354 2.507247 0.0 0.0 0.0 0.10
H 4.558516 -2.059024 2.631401 0.0 0.0 0.0 0.10
H 4.043195 -0.500388 0.758146 -0.1 0.0 0.1 0.08
C 3.746833 1.456108 4.453388 -0.3 0.0 -0.1 -0.18
Si 2.545853 1.757049 2.974752 0.8 -1.4 1.4 0.42
C 3.736736 1.859745 1.490097 0.9 -1.4 0.8 -0.16
C 2.036546 3.615637 3.233660 -0.1 0.8 6.1 -0.24
N 1.380163 0.560583 2.825741 0.2 0.5 -1.2 -0.07
C 0.442699 0.264496 3.765892 -0.2 0.2 0.7 -0.37
C 0.105744 1.191240 4.785213 0.2 -0.3 -0.6 -0.11
C -0.742151 0.916463 5.847292 -0.4 -0.1 0.4 -0.19
C -1.281253 -0.357698 5.958034 -0.1 0.4 0.2 -0.18
C -1.016617 -1.285111 4.963741 0.2 0.0 -0.4 -0.10
C -0.235278 -1.029212 3.807264 -0.2 0.1 0.3 -0.36
N -0.122397 -1.937245 2.808724 -0.1 -0.4 -0.7 -0.07
Si -0.708247 -3.507545 2.719531 0.2 -0.3 0.5 0.36
C -0.775091 -4.120320 0.925520 0.0 -0.2 0.4 -0.17
C -2.461379 -3.926847 3.448302 0.1 0.3 -0.1 -0.20
C 0.342639 -4.830417 3.648827 0.0 0.3 -0.2 -0.19
H 4.415880 2.299719 4.642841 0.0 0.1 -0.1 0.01
H 4.368163 0.578704 4.263732 0.0 -0.1 -0.1 0.00
H 3.186040 1.260105 5.368439 -0.1 0.0 0.1 0.01
H 4.223038 2.837910 1.458708 0.2 0.1 0.0 0.05
H 3.215947 1.709765 0.545588 1.2 -1.0 1.6 0.00
H 4.529248 1.115464 1.568805 0.2 0.0 0.4 0.03
H 2.686978 4.306915 2.690600 0.2 1.0 2.6 0.05
H 2.060552 3.909677 4.285193 0.1 -0.2 0.8 0.04
H 1.018028 3.777474 2.873069 0.6 0.1 2.0 0.04
H 0.563348 2.171212 4.720190 0.0 0.1 0.1 0.06
H -0.957926 1.675938 6.593941 0.1 0.0 0.0 0.07
H -1.901522 -0.629119 6.808467 0.0 0.0 0.0 0.07
H -1.427550 -2.280711 5.058130 -0.1 -0.1 0.0 0.06
H -0.676124 -3.259561 0.284553 -0.1 0.2 -0.5 -0.01
H -1.708052 -4.641729 0.703837 -0.1 0.0 0.0 0.01
H 0.029507 -4.820875 0.700255 0.1 0.0 0.0 0.01
H -3.086115 -3.034262 3.391107 -0.1 0.0 0.1 -0.01
H -2.404611 -4.205569 4.502331 0.1 0.0 0.1 0.01
H -2.975062 -4.738062 2.923390 0.1 -0.1 -0.1 0.01
H 1.356868 -4.859103 3.247456 0.1 0.0 0.0 -0.02
H -0.079125 -5.835943 3.563169 -0.1 0.0 0.0 0.01
H 0.416694 -4.584787 4.709777 0.0 0.0 0.1 0.01
C 1.861031 3.696040 1.143111 -1.0 -0.4 -6.3 -0.34
N 1.913862 2.727797 0.047021 -1.7 1.2 -2.0 0.00
C 2.823730 2.768900 -0.850158 -1.1 1.3 -0.8 -0.20
C 2.984361 1.810759 -1.889115 0.5 -0.3 -0.6 -0.37
C 4.046321 1.809880 -2.810806 -0.1 0.2 0.2 -0.09
C 3.831848 0.722931 -3.653263 0.0 -0.1 -0.2 -0.14
C 2.654478 0.117665 -3.199027 0.1 0.0 -0.2 -0.23
N 2.143478 0.759801 -2.142931 -0.1 0.4 0.0 -0.13
C 2.132611 5.137215 0.782373 -0.2 -0.2 -0.4 -0.18
C 3.427746 5.587547 0.528105 0.0 0.1 0.0 -0.04
C 3.664048 6.889799 0.112220 0.1 0.0 0.1 -0.09
C 2.614696 7.787414 -0.007206 0.0 0.1 -0.1 -0.12
C 1.325765 7.366112 0.282388 -0.1 0.0 0.0 -0.09
C 1.089662 6.053611 0.662519 0.1 0.2 0.1 -0.04
H 2.574210 3.375479 1.909691 -0.7 -0.3 -3.8 -0.05
H 0.862400 3.605106 1.576001 0.3 0.0 -1.8 0.08
H 3.570248 3.574224 -0.887340 0.0 -0.1 0.0 0.12
H 4.865554 2.513563 -2.830443 0.0 0.0 0.0 0.08
H 4.447575 0.402728 -4.478888 0.0 0.0 -0.1 0.07
H 2.166836 -0.759725 -3.600738 0.0 -0.1 0.0 0.08
H 4.267225 4.919474 0.671099 0.0 -0.1 0.0 0.11
H 4.677104 7.202247 -0.110094 0.0 0.0 0.0 0.10
H 2.802051 8.809442 -0.314044 0.0 0.0 0.0 0.09
H 0.497949 8.061878 0.211201 0.0 0.0 0.0 0.10
H 0.077855 5.731112 0.856392 0.0 -0.1 0.0 0.10
```
Positions in Å, forces in eV/Å.

Computed, not measured: a 14-piece molecular cluster, C60H64Br12N8O16 overall at a distorted geometry, with ωB97M-V/def2-TZVPD.

## Properties
Net charge: -1
E_tot in eV: -948427.3646
HOMO level (spin up / spin down) in eV: -2.31 / -5.62
Multiplicity: 2

Geometry as XYZ:
```
160
Properties=species:S:1:pos:R:3:forces:R:3:lowdin_charge:R:1
Br 0.594006 5.295583 -6.726882 -1.2 -0.1 0.3 0.56
C -1.218360 4.933577 -5.914312 0.6 -1.5 0.8 -0.61
C -1.209081 3.442714 -5.428283 0.3 1.0 -0.4 -0.63
Br -2.879004 3.069815 -4.395852 0.8 0.2 -0.6 0.58
H -2.014024 5.153956 -6.625965 0.3 0.1 0.0 0.05
H -1.269299 5.526373 -5.001025 0.0 0.3 -0.4 0.01
H -0.364949 3.313308 -4.750940 -0.3 -0.1 0.1 0.02
H -1.084061 2.722691 -6.237002 -0.5 -0.1 0.2 0.05
Br 3.547728 2.070081 1.021901 0.1 -0.4 0.4 0.71
C 3.470437 1.331647 2.822772 0.4 1.3 1.7 -0.65
C 3.718556 2.511096 3.903230 -0.5 -1.5 -1.4 -0.64
Br 4.053070 1.753479 5.694051 0.0 0.2 -0.6 0.59
H 4.231764 0.554728 2.892584 0.0 0.2 0.0 0.04
H 2.493817 0.890775 3.022602 0.0 0.1 -0.3 0.02
H 2.798945 3.089283 3.993341 0.3 0.0 0.0 -0.01
H 4.551799 3.136948 3.583663 0.0 -0.2 0.3 0.04
Br 2.822365 -5.365473 3.628716 -1.6 -0.1 1.3 0.65
C 1.139508 -5.268990 4.848886 -0.4 -0.1 -1.6 -0.49
C 0.163891 -4.232055 4.243925 1.1 0.6 0.5 -0.68
Br -0.597605 -4.677515 2.474617 0.6 0.0 0.7 0.67
H 1.524185 -5.071952 5.849539 -0.1 0.5 -0.2 0.04
H 0.610529 -6.222017 4.846690 0.7 -0.3 -0.2 0.05
H 0.703204 -3.287872 4.167922 -0.1 0.0 -0.6 0.02
H -0.683508 -3.970794 4.877763 0.0 -0.7 0.1 -0.03
Br -3.745268 2.268867 6.235284 -0.1 -0.2 0.1 0.61
C -3.524252 0.318270 6.391126 -0.2 0.3 0.0 -0.67
C -2.252582 -0.022970 5.661336 -0.1 -0.2 0.2 -0.63
Br -1.871064 -1.937743 6.043298 0.0 0.7 0.1 0.74
H -4.430792 -0.114866 5.968416 0.3 -0.1 0.0 0.04
H -3.442097 0.079094 7.451375 -0.1 0.1 -0.1 0.05
H -1.446930 0.588880 6.067125 0.2 -0.4 -0.1 0.05
H -2.309977 0.100931 4.579925 0.0 -0.1 0.2 0.03
Br -3.626930 7.846839 3.448889 0.6 -1.0 -0.1 0.58
C -2.941989 5.997061 3.170857 -0.2 -1.0 -0.9 -0.67
C -4.082883 5.123982 2.566582 0.8 0.2 1.5 -0.65
Br -3.384146 3.294693 2.328942 -0.2 0.5 -0.1 0.68
H -2.607821 5.510362 4.087127 -0.5 0.5 0.5 0.05
H -2.020173 5.946985 2.591325 -0.3 0.8 -0.5 0.02
H -4.572635 5.465092 1.654509 0.4 0.0 0.2 0.04
H -4.753754 5.006610 3.417613 -0.5 0.0 -0.5 0.04
Br 1.758813 5.870211 -1.680077 -0.1 -0.4 0.1 0.64
C 1.746439 4.658497 -0.125927 0.5 1.2 0.3 -0.72
C 0.587073 5.070313 0.739306 -0.6 -0.5 0.0 -0.64
Br 0.585437 3.892536 2.324111 -0.2 0.3 0.0 0.69
H 2.678852 4.916251 0.376338 0.0 -0.4 -0.1 0.03
H 1.726287 3.612653 -0.432355 -0.2 0.3 -0.2 0.00
H -0.345956 4.927191 0.194273 -0.1 -0.2 0.3 0.02
H 0.580541 6.074074 1.164192 0.5 -0.1 -0.3 0.06
C -4.638486 9.298049 -2.870350 1.6 -0.8 0.4 -0.04
C -4.598691 9.072026 -1.467691 -0.6 -0.5 -1.7 -0.07
C -3.946953 7.957344 -0.972167 0.7 -0.8 0.3 0.00
C -3.252319 7.036326 -1.808259 -1.0 1.8 0.9 -0.11
C -3.285880 7.295487 -3.148264 0.9 -0.1 -1.5 -0.02
C -3.889106 8.421186 -3.684972 -1.1 0.9 1.0 -0.06
N -2.515349 5.899496 -1.227830 -1.3 -0.2 -0.4 -0.32
O -1.829646 5.230785 -1.960717 0.4 0.2 0.1 0.05
O -2.770130 5.635164 -0.062639 0.5 0.1 0.1 0.03
H -5.084667 10.184717 -3.295945 -0.2 0.0 0.1 0.10
H -5.204207 9.686754 -0.818185 0.3 0.1 0.2 0.10
H -3.948737 7.813520 0.098207 0.1 -0.2 0.1 0.09
H -2.776305 6.747447 -3.926975 0.3 -0.7 0.6 0.10
H -3.721829 8.579901 -4.740072 -0.4 0.2 -0.1 0.11
C -3.336409 -1.227721 2.307121 0.7 -0.5 0.3 -0.06
C -4.327359 -0.266567 2.207657 -0.9 -0.4 1.0 -0.07
C -5.454120 -0.357419 3.050082 -0.8 0.3 -0.5 -0.01
C -5.673197 -1.477453 3.813990 1.1 -1.0 -0.4 -0.15
C -4.691047 -2.493682 3.771817 0.0 -0.4 1.4 -0.02
C -3.446272 -2.366031 3.152552 -2.0 1.6 -0.8 -0.09
N -6.891581 -1.608632 4.677710 -0.6 -1.0 2.5 -0.28
O -6.890036 -2.565609 5.540220 0.0 2.8 -2.9 0.02
O -7.790927 -0.752080 4.618127 1.9 -1.7 -0.3 0.06
H -2.445338 -1.050066 1.723298 0.2 -0.2 -0.1 0.09
H -4.277112 0.541583 1.492974 0.2 0.1 0.1 0.08
H -6.255995 0.365185 3.085325 0.2 0.4 -0.3 0.12
H -4.844686 -3.369675 4.384538 -0.2 -0.1 0.1 0.11
H -2.700280 -3.136613 3.279485 0.0 0.2 -0.3 0.02
C 1.097283 -4.224602 -6.697300 0.9 0.6 0.4 -0.13
C 1.890547 -3.337482 -5.909111 0.3 -0.3 -0.2 -0.09
C 1.459083 -2.073209 -5.568483 -0.9 -0.5 -0.8 -0.04
C 0.215383 -1.671067 -6.087012 -0.8 2.9 1.3 -0.16
C -0.613280 -2.506694 -6.846380 0.4 -0.9 0.3 -0.05
C -0.133954 -3.801954 -7.099734 -1.2 1.3 -0.4 -0.14
N -0.227184 -0.320793 -5.710315 0.6 -2.1 -0.8 -0.42
O 0.449619 0.499194 -5.018404 1.6 -0.2 0.9 -0.12
O -1.321028 0.076635 -6.144649 -2.1 0.1 -1.1 -0.11
H 1.407337 -5.169112 -7.119380 0.5 -0.2 0.6 0.09
H 2.890516 -3.596015 -5.593505 0.1 -0.4 0.0 0.08
H 1.972262 -1.314683 -4.996050 0.3 -0.3 0.1 0.09
H -1.606854 -2.246015 -7.179913 0.2 0.4 0.1 0.10
H -0.772474 -4.437848 -7.694986 0.0 -0.3 -0.1 0.09
C 4.642690 -0.674726 -6.104758 -0.4 2.0 -1.0 -0.05
C 4.027845 0.415389 -6.865056 1.1 -2.2 1.1 -0.04
C 3.444126 1.448395 -6.181951 0.2 0.6 1.8 -0.01
C 3.490751 1.413239 -4.766715 0.9 -0.7 0.3 -0.12
C 4.204995 0.422761 -4.054755 -1.5 1.2 0.7 -0.01
C 4.738587 -0.625748 -4.721208 0.4 -1.1 -2.3 -0.11
N 2.727261 2.383130 -3.953952 -2.2 0.4 0.5 -0.31
O 2.113492 3.308153 -4.474251 1.2 -0.4 -0.8 0.00
O 2.530790 2.144020 -2.767019 1.2 -0.5 -0.1 0.03
H 5.183404 -1.499580 -6.544796 -0.4 0.0 -0.7 0.10
H 3.997004 0.387202 -7.944249 0.1 0.0 0.0 0.10
H 3.058976 2.351751 -6.631392 -0.4 -0.3 -0.2 0.11
H 4.249259 0.375536 -2.976699 -0.3 0.5 0.1 0.12
H 5.193769 -1.514312 -4.309313 0.1 0.4 0.8 0.09
C 4.212724 -7.019195 0.558032 0.1 0.2 -0.7 -0.09
C 2.988777 -6.355834 0.522086 -0.3 0.2 -0.2 -0.15
C 2.735882 -5.183579 -0.202406 0.6 -1.4 0.3 0.01
C 3.735238 -4.747827 -1.085033 0.1 -1.2 2.6 -0.15
C 4.955187 -5.445089 -1.116732 -0.1 -0.9 0.1 0.02
C 5.222349 -6.610492 -0.305020 -0.9 2.7 -0.5 -0.05
N 3.561809 -3.508545 -1.782960 -2.6 0.8 -1.5 -0.31
O 2.566585 -2.779959 -1.519417 2.3 -1.4 0.0 0.06
O 4.270670 -3.356360 -2.756287 0.4 0.7 0.2 0.08
H 4.355592 -7.841079 1.243959 0.0 -0.1 0.0 0.10
H 2.162085 -6.759518 1.087779 0.1 0.1 0.2 0.08
H 1.760021 -4.772057 0.009104 0.2 0.6 -0.6 0.09
H 5.686823 -5.103231 -1.833839 0.2 0.1 0.2 0.11
H 6.244602 -6.954369 -0.248972 -0.1 -0.4 -0.2 0.10
C -0.285426 1.097996 -1.747734 0.3 -0.8 0.3 -0.01
C -0.926321 1.766962 -0.688346 0.9 -0.6 -1.2 -0.05
C -0.694764 1.316198 0.574839 -0.4 -0.1 1.8 -0.09
C 0.100555 0.199132 0.882601 -0.2 1.2 -0.6 -0.17
C 0.683850 -0.494091 -0.162591 -0.8 -0.7 0.0 -0.02
C 0.444332 -0.079460 -1.465912 0.0 0.8 0.3 -0.04
N 0.290431 -0.206996 2.268686 -3.0 2.2 1.1 -0.34
O -0.247898 0.468570 3.185094 0.7 0.1 -1.4 0.00
O 0.797960 -1.239706 2.527962 1.9 -2.4 -0.1 0.07
H -0.338128 1.405818 -2.781597 -0.2 0.0 -0.2 0.09
H -1.564638 2.633540 -0.777776 0.0 0.1 -0.5 0.10
H -1.226992 1.880269 1.326481 0.3 -0.3 0.5 0.01
H 1.098196 -1.480857 -0.017678 0.6 0.2 0.2 0.10
H 0.870242 -0.719529 -2.224407 -0.1 0.3 -0.5 0.11
C -2.267502 -2.037857 -1.813134 -0.2 -0.1 1.2 -0.06
C -1.502637 -2.829919 -0.915455 -1.3 1.7 -0.2 -0.08
C -0.922819 -3.952866 -1.360833 1.4 -2.0 -1.5 -0.04
C -1.085224 -4.318589 -2.698883 -1.2 0.9 -0.9 -0.12
C -1.872731 -3.553441 -3.581684 1.4 0.0 0.0 0.03
C -2.441373 -2.361224 -3.138727 0.0 -1.0 0.5 -0.04
N -0.413704 -5.516991 -3.221538 1.0 -0.4 0.2 -0.34
O -0.594782 -5.834495 -4.374424 -0.4 0.1 0.0 0.08
O 0.358364 -6.127354 -2.475813 -0.6 0.5 -0.1 0.04
H -2.789042 -1.190120 -1.393910 0.1 0.3 -0.1 0.10
H -1.399576 -2.530867 0.117185 0.0 0.1 0.0 0.07
H -0.215978 -4.592349 -0.853056 -0.2 0.1 0.7 0.08
H -1.846157 -3.711491 -4.649726 -0.2 -0.6 0.0 0.10
H -3.075744 -1.804121 -3.812241 0.2 0.3 0.0 0.12
C 1.643097 -1.563700 6.578674 1.4 -0.6 0.9 -0.09
C 2.545807 -1.654218 5.508255 1.0 -0.4 0.2 -0.09
C 3.638465 -2.553819 5.506115 -1.1 -1.5 1.7 0.00
C 3.749927 -3.494164 6.611604 -0.3 2.5 -2.3 -0.16
C 2.893428 -3.333182 7.683203 -0.3 -0.7 0.5 -0.04
C 1.860873 -2.383344 7.707417 0.2 0.0 -1.5 -0.06
N 4.809793 -4.532205 6.574223 -0.3 -0.9 2.9 -0.34
O 4.828708 -5.293783 7.579536 -0.1 1.2 -1.9 0.03
O 5.615125 -4.578683 5.683273 -0.3 0.3 -0.3 0.07
H 0.884483 -0.795184 6.595715 -0.1 -0.2 -0.2 0.08
H 2.434322 -0.969577 4.680461 0.0 -0.1 -0.1 0.07
H 4.317233 -2.700143 4.678916 0.0 0.4 -0.1 0.10
H 2.980937 -4.034229 8.500069 0.1 0.0 0.2 0.11
H 1.175318 -2.360993 8.541632 0.1 0.1 0.1 0.10
```
Positions in Å, forces in eV/Å.

The highest net charge belongs to which entry? C60H64Br12N8O16